DFT (the ωB97M-V functional and the def2-TZVPD basis) results for C15H33Br6Cl3O8P2 as an isolated structure at a distorted geometry.

Geometry (Å):
1 C 0.79963 -0.12302 -2.10061
2 Br 0.52126 -1.74781 -0.99444
3 Br 1.28394 -0.77223 -3.96349
4 Br 2.04965 1.14901 -1.30589
5 H -0.08775 0.47571 -2.30594
6 C 2.09493 0.48580 1.31708
7 Br 1.46029 1.21692 3.14988
8 Br 2.75834 -1.40057 1.53867
9 Br 3.77000 1.35192 0.71174
10 H 1.39627 0.56957 0.48464
11 C 1.31418 -7.09346 1.31513
12 C 1.16228 -5.79420 2.26506
13 O -0.18724 -5.53656 2.62319
14 P -0.50483 -4.17184 3.43140
15 O 0.69486 -3.66046 4.18650
16 O -1.22559 -3.18549 2.37449
17 C -0.48925 -2.27428 1.48101
18 C -1.16883 -2.39644 0.13767
19 O -1.63691 -4.70626 4.47750
20 C -2.47841 -3.80483 5.13749
21 C -3.46882 -4.59991 6.00023
22 H 0.65734 -7.92217 1.57950
23 H 1.12610 -6.75423 0.29648
24 H 2.32447 -7.49893 1.37002
25 H 1.78668 -6.11739 3.09799
26 H 1.62883 -4.98273 1.70654
27 H -0.47641 -1.28136 1.93050
28 H 0.52937 -2.64591 1.36969
29 H -0.96504 -1.49256 -0.43641
30 H -0.88911 -3.26936 -0.45213
31 H -2.24753 -2.52459 0.22766
32 H -1.95358 -3.11606 5.79949
33 H -3.07677 -3.15868 4.49519
34 H -4.24303 -3.87913 6.26322
35 H -4.04501 -5.33143 5.43369
36 H -2.97802 -5.05656 6.85970
37 C 2.49304 2.71063 -3.03791
38 C 3.01525 4.15940 -2.66238
39 O 1.98444 5.05449 -3.04138
40 P 0.73679 5.40768 -1.94404
41 O 1.03592 6.50876 -1.00085
42 O -0.53710 5.60069 -2.99123
43 C -1.19847 6.86773 -3.05524
44 C -2.38933 6.89244 -1.92325
45 O 0.36739 4.05767 -1.16351
46 C -0.52886 3.96743 -0.04682
47 C 0.20820 2.99525 0.84780
48 H 3.23590 1.97034 -2.74089
49 H 1.56630 2.48357 -2.51094
50 H 2.06326 2.64441 -4.03741
51 H 3.16526 4.23135 -1.58515
52 H 3.90900 4.30952 -3.26799
53 H -0.47954 7.68499 -2.99754
54 H -1.70699 6.99635 -4.01073
55 H -3.09259 6.06127 -1.97508
56 H -1.93827 6.89333 -0.93096
57 H -3.05129 7.75412 -2.00937
58 H -0.77450 4.87605 0.50288
59 H -1.52052 3.69930 -0.41126
60 H -0.37782 2.88022 1.75963
61 H 0.31477 1.97255 0.48608
62 H 1.23227 3.36589 0.89276
63 C -0.49998 -2.16115 -5.27983
64 Cl -1.70300 -1.83421 -4.05092
65 Cl -1.23991 -1.58964 -6.84219
66 Cl 0.10035 -3.88146 -5.35385
67 H 0.37406 -1.52953 -5.12104

Its energy relative to the best compared isomer or geometry (same formula, charge and spin) is 13.932 eV. The largest force on an atom comes out at 12.2 eV/Å.